[1]
Below is a structure of composition C4H6O2, with properties calculated with ωB97M-V with the def2-TZVPD basis set.

For the HOMO-LUMO gap, the calculation gives 0.3888 hartree. The value obtained for the HOMO energy is -9.60 eV. As for the relative energy (zero: lowest compared OMol25 entry of this formula, charge and spin): 56.42 kcal per mole. Its total charge is 0. The electronic energy comes out at -8338.015 eV.

Last column: Löwdin charge in e.
CARTESIAN COORDINATES (ANGSTROEM)
C  -1.0615  0.1072  -0.6623  -0.047
C  0.3527  -0.4387  -0.6051  -0.122
C  0.1049  1.0328  -0.5911  -0.245
O  0.5036  1.1678  0.7698  -0.018
C  0.8438  -0.2476  0.8197  -0.364
O  0.2073  -0.9604  1.8101  0.040
H  -1.5689  -0.0386  -1.6103  0.110
H  -0.7120  -1.0710  1.5266  0.092
H  -1.7125  0.0793  0.2115  0.109
H  0.7681  -1.0909  -1.3639  0.137
H  0.3566  1.8220  -1.2910  0.149
H  1.9181  -0.3620  0.9860  0.161


[2]
Below is a structure of composition C5H5O3Sm, with properties calculated with ωB97M-V with the def2-TZVPD basis set.

For the HOMO-LUMO gap (spin up / spin down), the calculation gives 0.2499 / 0.2508 hartree. The value obtained for the HOMO energy (spin up / spin down) is -11.34 / -11.30 eV. Its expectation value of S² is 12.009. The spin multiplicity is 7. As for the relative energy (zero: lowest compared OMol25 entry of this formula, charge and spin): 17.65 kcal per mole. Its total charge is +1. The electronic energy comes out at -29301.688 eV.

Last column: Löwdin charge in e.
CARTESIAN COORDINATES (ANGSTROEM)
O  2.0620  -0.1670  1.1231  -0.256
C  1.2500  0.8081  1.0638  -0.320
O  0.0391  0.6471  1.6526  -0.055
Sm  1.8379  -2.1403  0.2733  1.647
H  1.6702  1.8268  1.0919  0.175
O  -1.2468  -2.5656  -1.3346  -0.006
C  -0.2564  -1.6787  -1.2215  -0.376
C  -0.2146  -0.4100  -1.0656  -0.064
C  -0.1740  0.8816  -0.5842  -0.135
C  -0.9176  1.1939  0.7090  -0.115
H  -1.1695  -3.0521  -2.1628  0.115
H  0.0078  1.6995  -1.2871  0.120
H  -1.0159  2.2756  0.8718  0.133
H  -1.8724  0.6810  0.8704  0.138


[3]
Below is a structure of composition C7H8, with properties calculated with ωB97M-V with the def2-TZVPD basis set.

For the HOMO-LUMO gap, the calculation gives 0.3008 hartree. The value obtained for the HOMO energy is -8.54 eV. As for the relative energy (zero: lowest compared OMol25 entry of this formula, charge and spin): 190.89 kcal per mole. Its total charge is 0. The electronic energy comes out at -7380.470 eV.

Last column: Löwdin charge in e.
CARTESIAN COORDINATES (ANGSTROEM)
C  -1.0528  -0.7296  -1.0702  -0.033
C  -0.2655  0.0784  -0.0277  -0.569
C  -1.0273  0.2433  1.2961  -0.032
C  1.0792  -0.5028  0.1946  0.015
C  2.3007  -0.6275  0.2278  0.190
C  0.2675  1.3636  -0.5621  -0.330
C  0.9114  2.3551  -0.9731  -0.073
H  -0.4812  -0.8070  -1.9983  0.093
H  -1.9774  -0.1881  -1.2867  0.094
H  -1.3051  -1.7317  -0.7061  0.087
H  -1.2804  -0.7234  1.7456  0.087
H  -0.4372  0.8353  2.0000  0.093
H  -1.9508  0.7892  1.0864  0.094
H  3.3305  -0.9047  0.3261  0.103
H  1.8886  0.5499  -0.2524  0.180